{
  "formula": "C10H24CuN4O2P2",
  "method": "the ωB97M-V functional and the def2-TZVPD basis",
  "charge": 1,
  "relative_energy_kcal_mol": 0.4,
  "max_force_ev_per_a": 2.2,
  "multiplicity": 3,
  "orbital_gap_ev": [7.67, 6.07],
  "elements": ["Cu", "P", "P", "N", "N", "H", "H", "H", "C", "H", "C", "H", "H", "C", "C", "C", "C", "H", "H", "H", "H", "H", "H", "H", "C", "C", "C", "O", "H", "H", "H", "H", "H", "H", "H", "N", "C", "N", "O", "H", "H", "H", "H"],
  "xyz": [[0.510, -0.970, 0.332], [2.134, 0.699, -0.001], [0.501, -1.649, -1.741], [-0.039, 0.474, 1.827], [-1.526, -1.045, 0.175], [-1.921, 1.210, 2.515], [-2.856, -1.302, 1.780], [-1.346, -0.444, 3.086], [-1.451, 0.252, 2.249], [-3.133, 0.184, 0.782], [-2.347, -0.479, 1.230], [0.430, 2.259, 2.878], [-3.123, -1.694, -0.974], [0.661, 1.516, 2.070], [-2.034, -1.577, -0.918], [1.698, 2.037, 1.133], [-1.210, -1.955, -1.985], [2.601, 2.538, 1.474], [-1.635, -2.381, -2.886], [0.935, -0.803, -2.804], [1.172, -2.887, -1.955], [2.646, 1.137, -1.269], [3.344, 0.393, 0.705], [-1.325, 1.353, -1.233], [-0.987, 2.167, -1.894], [-1.096, 1.703, -3.364], [-1.842, 3.388, -1.469], [0.348, 2.215, -2.007], [-2.125, 1.594, -3.671], [-0.602, 2.315, -4.113], [-0.649, 0.718, -3.413], [-2.061, 3.374, -0.397], [-1.390, 4.353, -1.710], [-2.829, 3.426, -1.960], [1.172, 2.981, 0.897], [2.272, -3.469, 3.197], [1.992, -2.880, 1.993], [2.934, -2.994, 1.024], [0.926, -2.233, 1.866], [3.083, -4.059, 3.271], [1.564, -3.446, 3.911], [2.872, -2.452, 0.159], [3.733, -3.568, 1.208]],
  "forces_ev_per_angstrom": [[-1.059, 1.508, 0.500], [1.052, -0.486, -0.488], [-0.860, -1.050, -1.155], [-0.131, 0.983, -1.304], [0.706, 0.153, 0.356], [0.277, -0.366, 0.349], [0.031, 0.608, -0.221], [-0.304, 0.458, 0.302], [0.778, -0.038, 1.029], [0.620, -0.298, 0.531], [-0.150, -0.555, -0.779], [-0.306, -0.719, -0.532], [0.197, -0.015, -0.182], [-1.128, 0.028, 1.248], [0.755, -0.086, -0.641], [-0.055, 1.161, 0.151], [-0.988, 0.124, 0.472], [0.203, -0.582, 0.937], [0.177, 0.036, 0.081], [0.316, -0.418, 0.316], [0.156, 0.480, -0.279], [-0.221, 0.114, 0.841], [-0.257, 0.016, -0.594], [0.151, -0.403, -0.307], [-1.244, 0.055, 0.102], [-0.726, -0.904, -0.950], [0.138, 0.521, -0.508], [1.286, 0.980, 1.511], [-0.589, 0.062, 0.102], [0.072, 0.427, 0.342], [-0.048, -0.194, -0.143], [0.273, -0.096, -0.031], [0.254, -0.121, 0.010], [0.417, -0.448, 0.014], [-0.124, -0.529, -1.327], [0.103, 0.307, -1.294], [-0.583, 0.318, 0.942], [-0.388, 0.283, -0.083], [1.096, -0.623, -0.050], [-0.166, -0.063, 0.373], [0.066, -0.128, -0.050], [-0.066, -0.551, 0.693], [0.270, 0.049, -0.285]]
}

=====

{
  "formula": "C27H27CoF10N4OS2Te",
  "method": "the ωB97M-V functional and the def2-TZVPD basis",
  "relative_energy_kcal_mol": 0.9,
  "max_force_ev_per_a": 1.1,
  "multiplicity": 5,
  "orbital_gap_ev": [7.19, 4.95],
  "elements": ["Co", "C", "N", "C", "C", "N", "C", "C", "F", "C", "F", "C", "F", "C", "F", "C", "F", "C", "C", "N", "C", "C", "F", "C", "F", "C", "F", "C", "F", "C", "F", "H", "H", "H", "H", "H", "H", "H", "H", "H", "H", "H", "N", "C", "C", "C", "C", "C", "C", "H", "H", "H", "H", "H", "H", "H", "C", "Te", "C", "H", "H", "H", "H", "H", "H", "C", "O", "C", "S", "S", "H", "H", "H"],
  "xyz": [[0.690, -0.294, -0.328], [2.404, -2.887, -0.561], [1.345, -2.286, 0.259], [0.114, -3.089, 0.204], [-0.656, -2.832, -1.080], [-0.893, -1.397, -1.217], [-1.714, -0.926, -2.174], [-2.101, 0.456, -2.127], [-1.093, 2.830, -1.776], [-2.967, 0.955, -3.047], [-3.424, 2.215, -2.995], [-3.467, 0.170, -4.086], [-4.295, 0.680, -4.985], [-3.103, -1.158, -4.168], [-3.565, -1.909, -5.163], [-2.252, -1.707, -3.234], [-1.942, -2.992, -3.396], [1.814, -2.059, 1.631], [2.724, -0.848, 1.702], [2.199, 0.246, 0.890], [2.958, 1.388, 0.883], [2.592, 2.486, 0.087], [1.460, 2.422, -0.644], [3.288, 3.671, -0.006], [2.827, 4.642, -0.802], [4.445, 3.858, 0.719], [5.140, 4.999, 0.645], [4.849, 2.825, 1.532], [5.958, 2.963, 2.267], [4.132, 1.642, 1.614], [4.651, 0.730, 2.471], [2.676, -3.868, -0.154], [3.279, -2.240, -0.561], [2.077, -2.995, -1.592], [-0.508, -2.817, 1.060], [0.341, -4.159, 0.279], [-1.603, -3.373, -1.029], [-0.117, -3.212, -1.950], [2.353, -2.939, 2.005], [0.937, -1.916, 2.260], [3.736, -1.130, 1.392], [2.801, -0.587, 2.764], [-0.370, 0.219, 2.832], [-1.181, -0.814, 3.322], [-2.315, -1.221, 2.619], [-3.068, -2.298, 3.063], [-2.693, -3.003, 4.201], [-1.554, -2.609, 4.890], [-0.805, -1.523, 4.461], [0.360, 0.524, 3.458], [-0.852, 1.013, 2.439], [-2.597, -0.703, 1.709], [-3.950, -2.595, 2.509], [-3.278, -3.846, 4.543], [-1.245, -3.148, 5.778], [0.079, -1.220, 5.012], [-3.371, 1.418, 0.293], [-1.367, 1.556, -0.379], [-1.213, 3.366, 0.758], [-3.426, 1.590, 1.366], [-3.794, 0.455, 0.015], [-3.876, 2.218, -0.248], [-1.781, 4.140, 0.247], [-0.166, 3.648, 0.818], [-1.625, 3.190, 1.755], [0.587, 2.837, -4.463], [1.190, 1.889, -3.565], [0.956, 0.592, -3.671], [0.110, -0.123, -4.906], [1.798, -0.326, -2.445], [0.214, 3.641, -3.835], [-0.217, 2.376, -5.027], [1.363, 3.199, -5.134]],
  "forces_ev_per_angstrom": [[1.118, -0.190, -0.178], [0.004, 0.055, 0.027], [-0.275, -0.066, -0.043], [0.125, -0.073, 0.032], [-0.032, 0.146, 0.062], [-0.205, -0.033, -0.116], [-0.114, -0.005, 0.102], [0.137, -0.175, 0.040], [0.203, 0.349, -0.466], [-0.108, -0.044, -0.158], [0.080, 0.012, 0.111], [-0.042, 0.007, -0.051], [-0.020, 0.029, 0.001], [-0.027, -0.071, -0.057], [0.007, 0.010, 0.018], [-0.017, 0.040, 0.014], [0.035, -0.006, -0.008], [-0.010, -0.136, -0.024], [-0.079, -0.017, 0.010], [-0.078, 0.098, 0.182], [-0.250, -0.236, -0.066], [-0.126, 0.176, -0.140], [-0.117, -0.102, 0.005], [-0.097, 0.017, -0.094], [0.027, -0.011, 0.028], [0.041, 0.098, -0.017], [-0.007, 0.007, -0.006], [0.089, -0.127, 0.121], [-0.015, -0.013, -0.007], [0.265, 0.028, 0.139], [0.060, 0.099, 0.008], [0.028, -0.002, 0.001], [-0.010, -0.003, -0.010], [-0.020, 0.008, 0.013], [-0.018, 0.026, -0.020], [-0.016, -0.019, 0.054], [-0.012, -0.025, -0.035], [0.070, 0.043, -0.019], [-0.039, -0.031, 0.035], [-0.009, 0.068, -0.031], [-0.027, -0.011, -0.040], [0.012, 0.006, -0.033], [-0.182, -0.039, 0.038], [0.086, 0.057, -0.020], [-0.036, -0.018, -0.013], [0.030, 0.012, 0.020], [0.013, 0.039, -0.032], [0.013, 0.025, -0.016], [-0.009, -0.092, 0.043], [0.033, -0.013, -0.025], [-0.061, -0.030, 0.097], [0.014, -0.012, 0.051], [0.019, 0.008, 0.008], [0.008, 0.012, -0.009], [-0.008, 0.015, -0.021], [-0.023, -0.004, -0.010], [0.009, -0.147, 0.102], [-0.070, -0.012, 0.134], [-0.080, 0.076, 0.055], [-0.032, 0.027, -0.021], [-0.004, 0.023, 0.011], [-0.071, -0.027, 0.041], [-0.011, 0.056, 0.070], [-0.004, 0.030, -0.024], [0.052, 0.028, -0.016], [0.065, -0.119, 0.151], [-0.213, 0.087, 0.134], [0.275, -0.201, -0.293], [-0.035, 0.040, 0.189], [-0.299, 0.223, 0.052], [0.026, 0.037, -0.002], [-0.039, -0.003, -0.030], [-0.003, -0.004, -0.050]]
}

=====

{
  "formula": "C7H16OP2",
  "method": "the ωB97M-V functional and the def2-TZVPD basis",
  "relative_energy_kcal_mol": 34.6,
  "max_force_ev_per_a": 3.8,
  "orbital_gap_ev": 8.21,
  "elements": ["C", "C", "C", "C", "C", "C", "C", "O", "P", "P", "H", "H", "H", "H", "H", "H", "H", "H", "H", "H", "H", "H", "H", "H", "H", "H"],
  "xyz": [[0.442, 1.359, 3.501], [-0.434, 1.023, 2.342], [0.361, 0.706, 1.061], [-0.438, 0.167, -0.053], [0.278, -0.223, -1.347], [-0.665, -0.956, -2.311], [-0.017, -1.229, -3.613], [2.881, -1.746, -2.954], [1.817, -2.691, -2.634], [-0.200, -2.733, -4.446], [0.101, 1.320, 4.496], [1.345, 0.689, 3.581], [0.991, 2.346, 3.560], [-1.255, 1.775, 2.120], [-1.020, 0.076, 2.595], [0.597, 1.721, 0.787], [1.325, 0.099, 1.216], [-1.150, 0.973, -0.392], [-0.881, -0.758, 0.313], [1.248, -0.884, -1.242], [0.827, 0.671, -1.671], [-1.503, -0.123, -2.434], [-1.193, -1.776, -1.713], [0.634, -0.470, -4.039], [0.828, -2.633, -5.326], [1.991, -3.688, -3.777]],
  "forces_ev_per_angstrom": [[3.544, 0.862, 0.508], [-1.888, -1.881, -0.222], [1.555, 1.046, 0.878], [-0.700, -0.629, -1.226], [3.050, -0.951, 0.826], [-2.267, 2.843, 1.122], [-0.157, -2.075, -0.829], [1.328, 1.448, -0.154], [-0.182, -1.978, -0.253], [-0.948, 0.595, 1.472], [-1.511, -0.333, 1.061], [-0.914, 0.113, -0.500], [-0.898, -0.498, -0.970], [1.134, -0.599, 0.245], [0.586, 1.015, -0.032], [1.216, 0.422, -0.526], [-1.440, 0.889, 0.120], [-0.056, -1.121, 0.630], [-0.944, 0.098, -0.029], [-2.006, 0.915, 0.728], [-0.747, 0.117, -0.936], [1.194, -1.712, -0.273], [0.957, 0.645, -1.366], [-0.018, -0.002, 0.357], [0.701, 0.629, -1.319], [-0.590, 0.142, 0.686]]
}

=====

{
  "formula": "C2H5BrN2O3",
  "method": "the ωB97M-V functional and the def2-TZVPD basis",
  "smiles": "CN(C=O)[N+](=O)[O-].Br",
  "relative_energy_kcal_mol": 4.8,
  "max_force_ev_per_a": 2.3,
  "orbital_gap_ev": 9.49,
  "elements": ["C", "C", "N", "N", "O", "O", "O", "Br", "H", "H", "H", "H", "H"],
  "xyz": [[-0.404, -0.801, 0.900], [0.322, 0.249, -1.123], [-0.541, 0.203, -0.108], [-1.629, 1.138, 0.030], [-1.930, 1.292, 1.156], [-2.119, 1.588, -0.958], [1.221, -0.503, -1.460], [3.590, -0.564, 0.439], [-1.371, -0.873, 1.312], [-0.036, -1.828, 0.583], [0.276, -0.256, 1.618], [0.046, 1.071, -1.708], [2.574, -0.715, -0.681]],
  "forces_ev_per_angstrom": [[1.556, 0.297, 1.674], [-0.400, 0.496, -1.499], [0.486, -1.677, -0.869], [1.203, -1.134, -0.861], [-0.961, 0.707, 1.918], [0.064, 0.424, -0.801], [-0.614, -0.241, 0.717], [-0.527, -0.160, -0.715], [-0.871, -0.549, 0.932], [-0.240, 1.747, -0.114], [-0.548, -1.635, -0.039], [-0.014, 1.600, -1.480], [0.867, 0.123, 1.136]]
}